# 1
{
  "formula": "C3H8FN3",
  "method": "ωB97M-V/def2-TZVPD",
  "species": ["H", "C", "H", "H", "H", "N", "H", "H", "N", "C", "F", "H", "N", "H", "C"],
  "positions_angstrom": [[0.415979, -2.720220, 1.977689], [0.835445, 1.102925, -0.480970], [-1.972918, 0.584003, -0.705388], [-0.751630, -2.330404, 0.642720], [-1.531872, -1.102068, -0.898724], [0.784130, 2.007590, -1.363559], [1.729969, 1.319145, 0.245877], [0.011797, 2.242389, -2.012749], [0.001452, 0.152598, -0.036710], [-1.498484, -0.235680, -0.307434], [1.668612, -0.449948, 1.648023], [-1.888752, -0.414674, 0.667448], [0.016629, -1.954820, 1.291145], [1.588659, 2.616377, -1.728255], [0.590984, -0.817213, 1.060886]],
  "forces_ev_per_a": [[-0.7, 2.1, -1.4], [2.8, 0.5, 3.8], [-1.1, 1.8, -1.2], [1.3, 0.9, 1.3], [-0.1, -0.9, -1.1], [-0.6, 2.4, -3.8], [-1.2, -1.2, -1.6], [0.0, -0.9, 0.6], [-0.2, -3.4, 2.8], [2.9, 0.2, 1.3], [-1.0, -0.3, -0.3], [-0.5, 0.0, 0.7], [0.2, -1.6, 0.0], [-0.8, -1.3, 1.7], [-1.1, 1.7, -2.7]],
  "mulliken_charge": [0.37, 0.19, 0.42, 0.29, 0.40, -0.23, 0.33, 0.28, -0.03, -1.07, -0.11, 0.46, -0.25, 0.34, 0.62],
  "smiles": "C/[N+](=C\\N)C(=[NH2+])F",
  "charge": 2,
  "e_lumo_ev": -9.5,
  "multiplicity": 1,
  "homo_energy_ev": -20.65,
  "e_above_lowest_kcal_mol": 22.2
}



# 2
{
  "formula": "C16H23BErFO4",
  "method": "ωB97M-V/def2-TZVPD",
  "species": ["H", "H", "B", "H", "H", "H", "C", "C", "H", "C", "O", "H", "C", "H", "Er", "H", "C", "H", "H", "H", "H", "H", "H", "O", "F", "H", "C", "O", "C", "H", "C", "H", "H", "H", "C", "C", "C", "C", "C", "C", "H", "C", "H", "H", "O", "C"],
  "positions_angstrom": [[-4.748296, -0.133955, -0.878210], [0.085204, 5.049828, -0.054721], [1.658090, -3.859426, -0.066998], [0.117107, 4.624070, 1.683112], [-2.496417, -1.655566, 0.597730], [-3.603556, 1.427208, -1.519073], [-4.264370, -1.092650, -0.567408], [-1.201431, 3.247046, 0.490380], [-4.383359, -1.817742, -1.418507], [-2.707921, -0.985712, -0.277731], [1.427591, -3.060858, 1.152371], [-2.576095, -1.339591, -2.520083], [-2.795908, 1.625079, -0.774119], [-2.791644, 3.811771, -1.106868], [-2.580694, 4.194842, 2.325264], [3.094409, 1.364390, -1.507184], [0.770069, -0.602665, 1.534403], [-4.860852, -1.507688, 0.282603], [1.267138, -0.753419, 2.529591], [-1.543206, -2.518240, -1.505967], [1.862695, -0.783744, -1.116696], [0.177882, 2.175462, 2.016811], [3.426101, -0.895898, 1.364087], [-0.659746, -0.398172, 1.728064], [2.413103, -5.013435, 0.199572], [5.673210, -0.507917, -0.270255], [3.535121, -1.421068, 0.386952], [4.098569, -0.155386, -1.835502], [-1.950792, -1.484543, -1.600978], [0.006784, -1.997979, 0.017975], [-0.639901, 2.052876, 1.257226], [4.095112, -2.385055, 0.440330], [1.291223, 0.271700, 1.057525], [3.153320, 0.840196, 0.039980], [-0.572614, 4.712695, 0.792576], [-2.319360, 2.984420, -0.527599], [3.916668, 1.067859, -0.814379], [0.964702, -1.832260, 0.573007], [4.548233, -0.443336, -0.496426], [-2.216996, 0.475044, -0.010799], [0.506030, -4.098278, -0.429629], [-1.145015, 0.661361, 1.030746], [-1.422453, 5.465071, 0.988674], [-1.055786, -0.809739, -1.744305], [2.242433, -2.906123, -1.017283], [2.205619, -1.590471, -0.428260]],
  "forces_ev_per_a": [[0.5, -0.8, 0.2], [-1.0, 0.0, 0.8], [3.4, -0.4, 2.2], [-0.7, 0.3, -0.7], [0.2, 0.9, -0.9], [0.9, 0.3, 0.7], [-0.2, -0.5, -0.2], [-0.6, -2.4, -0.4], [-0.1, 0.7, 0.9], [-0.7, 0.2, -0.8], [-1.7, 0.3, -0.3], [0.5, -0.4, 0.9], [2.1, 0.0, 2.4], [0.7, -0.6, 0.5], [-0.5, -0.8, 0.3], [1.5, 1.7, 0.0], [1.4, -1.2, 0.0], [0.7, 0.5, -0.5], [-0.7, -0.1, -0.8], [-0.7, 0.7, -0.2], [1.2, -0.7, 0.0], [-0.8, 0.1, -0.9], [0.0, -0.8, -0.6], [0.0, 1.6, -0.9], [-1.2, 1.4, -0.8], [-1.8, 0.3, -0.6], [1.7, 1.8, -2.1], [0.3, -1.9, 4.2], [1.0, 1.1, 0.4], [0.8, 0.3, 0.3], [-1.9, 0.0, -1.3], [-0.7, 0.7, 0.3], [-0.9, -0.5, 0.3], [-0.3, -0.3, -1.1], [-0.2, -1.6, -0.4], [1.3, -1.1, 1.7], [-1.2, -1.7, 0.9], [1.8, 0.8, 0.2], [-0.3, 0.7, -2.3], [0.1, 0.8, 0.7], [-0.7, -0.1, -0.7], [-1.2, 2.8, -1.7], [1.5, -0.1, -0.8], [-0.7, -0.8, 0.0], [-0.2, 0.3, -0.5], [-2.6, -0.8, 1.4]],
  "mulliken_spin": [0.00, 0.00, -0.08, 0.00, 0.00, 0.00, 0.00, -0.01, 0.00, 0.00, 0.17, 0.00, 0.00, 0.00, 2.01, 0.00, -0.01, 0.00, 0.00, 0.00, 0.01, 0.00, 0.00, 0.00, 0.04, 0.00, 0.05, 0.00, 0.00, 0.01, 0.00, 0.01, 0.00, 0.00, 0.00, 0.00, 0.00, 0.03, 0.01, 0.00, 0.35, -0.01, 0.00, 0.00, 0.41, -0.01],
  "charge": 2,
  "e_lumo_ev": [-9.2, -9.2],
  "multiplicity": 4,
  "homo_energy_ev": [-13.05, -13.05]
}



# 3
{
  "formula": "C8H16N3",
  "method": "ωB97M-V/def2-TZVPD",
  "species": ["C", "N", "C", "C", "C", "N", "H", "C", "H", "H", "H", "N", "H", "H", "H", "C", "H", "H", "C", "H", "H", "C", "H", "H", "H", "H", "H"],
  "positions_angstrom": [[-1.266790, -1.433571, -0.358941], [-2.414414, -1.934765, -0.909913], [0.282970, 0.960604, 0.556100], [1.935539, -1.091887, -0.648479], [1.868853, 0.069994, -1.579523], [-0.995477, -1.792928, 0.877445], [1.704535, -0.317697, -2.559551], [-0.909880, 1.834079, 0.289434], [-1.351660, 2.365929, 1.145713], [-1.546538, -2.519314, 1.374506], [1.591536, 0.387150, 2.309299], [-0.463379, -0.688168, -1.170404], [-0.139287, -1.428777, 1.301875], [-0.098436, -0.078720, 2.087775], [2.533048, -0.951405, 0.320206], [0.450516, 2.439958, 0.183521], [0.723234, 2.658276, -0.872928], [-0.856569, -0.337396, -2.055148], [0.708833, -0.182120, -0.592979], [-3.221600, -2.410706, -0.351959], [2.322904, 0.990764, -1.488336], [0.536704, 0.765803, 1.993196], [-1.517875, 1.690169, -0.548033], [0.704387, 3.146020, 0.973467], [0.273184, 1.738540, 2.502215], [-2.722719, -1.701342, -1.785406], [1.868382, -2.178493, -0.993152]],
  "forces_ev_per_a": [[-1.8, -0.7, -2.6], [-1.1, -1.5, 3.9], [2.3, 1.2, -2.4], [1.0, -0.1, 3.2], [-2.1, -2.3, 0.5], [0.7, -0.3, 0.8], [-0.3, 0.4, -0.8], [0.4, 0.8, 1.9], [-0.6, -1.2, -0.3], [0.7, 1.0, -0.7], [-1.6, 1.0, -0.7], [-2.2, -1.6, 0.6], [-0.5, -0.7, -0.2], [-0.9, -0.2, 2.3], [-0.5, -0.5, -1.7], [0.4, -0.5, -2.4], [0.3, 0.1, 1.1], [0.3, -0.3, 0.8], [0.4, 2.4, 0.5], [2.5, 1.3, -1.0], [1.4, 1.5, 0.4], [2.0, -0.7, 0.8], [-0.7, 0.0, -1.2], [0.3, -0.2, -0.5], [0.1, -1.7, 0.0], [-0.4, 0.9, -2.5], [-0.1, 1.9, 0.3]],
  "mulliken_charge": [0.69, -0.48, 0.67, -0.40, -0.75, -0.31, 0.33, -0.79, 0.28, 0.24, 0.22, -0.13, 0.34, 0.17, 0.23, -0.89, 0.26, 0.33, 0.05, 0.25, 0.35, -1.03, 0.29, 0.30, 0.42, 0.17, 0.21],
  "smiles": "CC1(C2([NH+]=C(N)N)CC2)CC1",
  "charge": 1,
  "e_lumo_ev": -2.9,
  "multiplicity": 1,
  "homo_energy_ev": -13.07,
  "e_above_lowest_kcal_mol": 54.9
}



# 4
{
  "formula": "C18H37N8NiO6P2S3",
  "method": "ωB97M-V/def2-TZVPD",
  "species": ["H", "H", "C", "N", "O", "C", "H", "H", "C", "H", "C", "C", "S", "N", "H", "H", "H", "H", "N", "H", "C", "C", "H", "H", "N", "C", "N", "H", "H", "Ni", "C", "O", "H", "H", "N", "H", "O", "O", "H", "H", "C", "H", "H", "O", "N", "H", "C", "O", "N", "H", "C", "H", "H", "H", "H", "H", "C", "C", "S", "S", "P", "H", "H", "C", "H", "C", "H", "H", "H", "P", "C", "H", "H", "H", "C"],
  "positions_angstrom": [[-1.322914, -6.048017, 1.863514], [-3.805421, 0.514203, -2.336156], [-1.944772, -1.601768, 2.993123], [-1.730454, 0.278913, -2.447574], [1.893956, -0.464415, 0.351174], [3.312510, -0.923257, -3.228863], [3.656139, -1.853236, -3.692256], [-2.146170, 1.336016, -4.202339], [-2.918568, 0.676136, -1.716086], [0.949944, -5.496966, 0.920839], [0.756143, -3.423455, 1.462197], [-3.267303, -1.794549, 3.667205], [-0.790290, 4.097923, -0.009105], [2.976849, -1.177668, -1.842253], [-1.794391, -3.798351, -2.923693], [-4.035969, -2.081012, 2.946800], [3.808084, -1.833243, -0.053728], [-0.141297, -4.171203, -2.383178], [2.674734, 1.456681, -1.243156], [4.959664, -0.995447, -1.120671], [-0.029519, -2.098498, -4.105395], [3.166219, 2.209484, -0.094635], [4.414472, -2.640263, -1.513895], [-3.223089, -2.577458, 4.425710], [-1.939182, 2.916426, 3.766462], [4.104638, -1.682098, -1.087978], [0.066772, -2.441554, 2.006602], [0.845395, -2.746192, -4.231650], [0.261201, -1.086139, -4.374980], [0.118269, -0.359174, 1.538566], [2.341473, 2.311896, -2.374096], [0.734147, -0.078832, -1.983231], [-0.948594, 4.402424, 2.722909], [4.106420, -0.171568, -3.330529], [-2.001403, 0.653668, 3.385344], [1.544132, 3.014382, -2.110345], [-1.046477, -1.233563, -0.428263], [-0.967245, 4.002034, -1.454641], [-0.802700, -2.424781, -4.811904], [-0.451473, 0.890280, -4.002766], [-1.336276, 1.233669, -3.472645], [0.080831, 5.490563, 4.732839], [4.176147, 2.568456, -0.310290], [0.437358, 4.752715, 0.403324], [-1.416865, -0.407628, 2.796984], [-2.173377, 4.947717, 3.839163], [-1.355640, 4.230239, 3.721678], [-1.969455, 4.507993, 0.722010], [-0.505283, -2.150082, -2.749947], [-2.667893, -4.244745, 2.849492], [-1.187113, -2.706932, 2.493100], [-0.683938, 4.291415, 5.787027], [-2.851267, 1.732956, -1.450532], [-1.130272, 2.211854, -3.030972], [3.230579, 2.875501, -2.670348], [2.018386, 1.716064, -3.225953], [-0.288115, 4.466862, 4.784247], [-0.936307, -5.035743, 1.900709], [-0.497579, 1.995656, 0.385631], [0.151010, 1.982289, 2.348243], [-0.705570, -0.822304, -1.789623], [3.192630, 1.567773, 0.782435], [-2.994698, 0.093747, -0.800856], [-0.958356, -3.446905, -2.308934], [0.557493, 3.796702, 4.631671], [0.326859, -4.739839, 1.373213], [2.437192, -0.579136, -3.773631], [-3.578067, -0.866272, 4.138967], [-2.698731, 2.738182, 4.404317], [2.037714, -0.048585, -1.052728], [-1.685219, -4.036151, 2.457531], [-1.265915, -3.389777, -1.269204], [1.724619, -3.133532, 1.068387], [2.519888, 3.064362, 0.106057], [-1.388704, 1.785162, 3.231558]],
  "forces_ev_per_a": [[0.0, 0.0, 0.0], [-0.1, 0.0, 0.0], [0.1, 2.0, 0.3], [0.4, 0.0, -0.1], [0.0, 0.0, 0.4], [0.0, -0.1, 0.0], [0.0, 0.0, 0.0], [0.0, 0.0, 0.0], [-0.2, 0.0, 0.1], [0.1, 0.0, 0.0], [0.4, -0.8, -0.3], [0.0, 0.0, 0.3], [0.2, -0.2, -0.2], [0.0, 0.0, -0.3], [0.0, -0.1, 0.0], [0.0, 0.0, -0.1], [0.0, 0.0, 0.1], [0.0, -0.1, 0.0], [-0.3, 0.0, -0.2], [0.1, 0.1, 0.0], [0.0, 0.0, -0.1], [0.0, -0.1, 0.0], [0.0, 0.0, 0.0], [0.0, 0.0, 0.0], [0.2, -0.9, 0.0], [0.0, -0.1, 0.0], [-0.8, 0.8, 0.5], [0.0, 0.0, 0.0], [0.0, 0.0, -0.1], [-0.1, -0.5, 0.1], [0.0, 0.0, 0.0], [-0.1, 0.4, 0.2], [-0.1, 0.1, 0.3], [0.1, 0.0, 0.0], [-0.2, 0.6, 0.3], [0.0, 0.0, 0.0], [-0.4, -0.1, 0.4], [0.0, -0.1, -0.1], [0.0, 0.0, 0.0], [0.1, 0.0, 0.0], [0.0, 0.0, -0.1], [0.0, 0.1, 0.0], [0.1, 0.0, 0.0], [0.1, 0.1, 0.1], [0.5, -1.2, -0.6], [0.1, -0.1, 0.0], [0.2, 0.6, -0.1], [-0.2, 0.0, 0.0], [0.1, 0.2, 0.0], [-0.1, 0.0, 0.0], [0.3, -1.8, -0.4], [0.0, 0.0, 0.0], [0.0, 0.0, 0.1], [0.0, 0.0, 0.0], [0.0, 0.0, 0.0], [0.0, 0.0, 0.0], [-0.1, -0.1, 0.1], [0.2, -0.5, -0.2], [-0.1, 0.1, 0.4], [0.4, 0.0, -0.3], [0.2, 0.2, -0.4], [0.0, -0.1, 0.1], [-0.1, 0.0, 0.0], [0.0, -0.1, 0.1], [0.0, 0.0, 0.0], [-0.2, 0.6, 0.1], [0.0, 0.0, -0.1], [0.0, -0.1, 0.0], [0.0, 0.0, -0.1], [0.1, -0.3, -0.3], [0.0, 1.2, 0.1], [0.0, -0.1, 0.1], [0.2, 0.0, -0.1], [-0.1, 0.1, 0.1], [-0.7, 0.1, 0.1]],
  "mulliken_charge": [0.36, 0.29, 0.85, 0.28, -1.08, -0.95, 0.40, 0.37, -0.99, 0.43, -0.12, -1.51, 0.79, 0.35, 0.22, 0.27, 0.27, 0.29, 0.42, 0.32, -1.01, -0.95, 0.35, 0.36, -0.06, -1.06, -0.18, 0.33, 0.16, -0.13, -0.72, 1.25, -0.27, 0.29, -1.28, 0.12, -0.51, -0.67, 0.33, 0.12, -0.59, 0.39, 0.31, -0.59, 1.01, 0.45, 0.07, -0.59, 0.80, 0.37, 0.45, 0.34, 0.36, 0.14, 0.36, 0.19, -1.15, -0.44, 0.20, -0.25, -0.48, 0.32, 0.23, -0.85, 0.24, -0.76, 0.11, 0.40, 0.29, 0.02, -0.78, 0.13, 0.28, 0.21, 0.07],
  "charge": -1,
  "e_lumo_ev": [2.5, 2.5],
  "multiplicity": 1,
  "homo_energy_ev": [-3.00, -1.64]
}



Number 1: molecular weight 105.12 g/mol, total energy -10408.795 eV. Number 2: molecular weight 476.43 g/mol, total energy -56142.198 eV. Number 3: molecular weight 154.24 g/mol, total energy -13017.046 eV. Number 4: molecular weight 678.39 g/mol, total energy -135603.280 eV.